The following is a DFT calculation (ωB97M-V with the def2-TZVPD basis set) of a cluster of 2 separate species, C3H12N4 in total.

Atoms and positions in Å:
1 N 1.335534 1.533015 0.967090
2 C 0.936803 2.695767 1.566198
3 N -0.097094 2.745340 2.324321
4 H 1.027361 0.705810 1.475678
5 H 2.261813 1.430379 0.548254
6 H 1.559132 3.547062 1.312759
7 H -0.131989 3.733158 2.594942
8 C -0.824421 -1.913274 -0.377833
9 C -0.618592 -0.863636 -1.477917
10 N -1.127896 0.428044 -1.051883
11 N -0.196599 -3.171895 -0.798034
12 H -0.422362 -1.523666 0.563193
13 H -1.888023 -2.134613 -0.277724
14 H 0.461250 -0.876711 -1.701211
15 H -1.140531 -1.248935 -2.356216
16 H -1.145897 1.054963 -1.843954
17 H -0.416971 0.832781 -0.443238
18 H 0.796712 -3.058798 -0.878682
19 H -0.368222 -3.914797 -0.145744

Cartesian forces, eV/Å:
-0.4 -0.5 0.4
0.1 -0.8 -0.2
0.6 0.8 -0.2
0.1 0.1 -0.3
0.1 0.4 0.1
0.0 0.2 0.0
-0.4 -0.2 0.2
0.1 -0.2 -0.4
0.1 -0.9 0.4
0.3 0.0 0.0
-0.3 0.2 -0.4
-0.1 0.0 0.1
0.0 0.3 0.2
-0.1 0.2 -0.1
0.0 0.3 -0.1
-0.1 0.1 -0.2
-0.2 0.1 0.2
0.5 0.1 0.0
-0.1 -0.2 0.3

The charge is -1. As for the spin multiplicity: 2. For the energy above the lowest of the compared OMol25 structures with the same formula, charge and spin, the calculation gives 0.455 eV. As for the expectation value of S²: 0.7504. For the HOMO energy (spin up / spin down), the calculation gives 0.03906 / -0.20304 Ha.

---

The following is a DFT calculation (ωB97M-V with the def2-TZVPD basis set) of a cluster of 2 separate species, C3H10O2S in total.

Atoms and positions in Å:
1 C -0.464424 1.151316 -2.231876
2 O -0.923821 2.192151 -1.367023
3 C 0.753798 0.378156 -1.672386
4 C 0.288034 -0.868312 -0.921685
5 S 1.654790 -1.704328 -0.032747
6 H -1.266755 0.427007 -2.396679
7 H -0.178151 1.635484 -3.171054
8 H -0.427176 2.158467 -0.549255
9 H 1.443691 0.134423 -2.468668
10 H 1.254535 1.015916 -0.951261
11 H -0.044445 -1.608273 -1.647028
12 H -0.589465 -0.570531 -0.351569
13 H 1.009900 -1.737867 1.140725
14 H -1.777041 0.959846 4.682156
15 H -2.370537 -0.088414 5.751864
16 O -2.552524 0.564667 5.084225

Cartesian forces, eV/Å:
0.8 0.1 0.1
-0.2 -0.3 -0.2
-0.9 0.2 0.3
0.2 -0.1 -1.0
-0.6 0.4 0.4
-0.2 0.2 -0.2
-0.2 -0.2 0.0
0.1 0.0 0.2
0.3 -0.1 -0.1
0.4 0.3 0.0
-0.3 0.1 -0.1
0.3 -0.4 0.6
0.2 -0.1 0.1
0.3 -0.4 0.5
0.7 -0.1 0.1
-1.0 0.5 -0.6

For the energy above the lowest of the compared OMol25 structures with the same formula, charge and spin, the calculation gives 0.420 eV. Its structure (SMILES) is OCCCS.O. For the HOMO energy, the calculation gives -0.34098 Ha.

---

The following is a DFT calculation (ωB97M-V with the def2-TZVPD basis set) of an isolated molecule of C3H6N2OS2.

Atoms and positions in Å:
1 C -1.679527 0.100223 1.014090
2 C -0.563397 1.147937 -1.073738
3 C 0.187934 -0.012951 -0.486471
4 N -0.313260 -0.068676 0.820205
5 N 0.325789 -1.046402 1.561210
6 O 0.097986 -1.164724 -1.272583
7 S -2.485223 -0.345434 2.303082
8 S -2.184651 1.174898 -0.225340
9 H -0.068074 2.191853 -1.027623
10 H -0.730282 1.040566 -2.100002
11 H 1.355030 -0.027033 -0.392550
12 H -0.431077 -1.743476 1.825289
13 H 0.889824 -0.525912 2.326594
14 H -0.851323 -1.260847 -1.509337

Cartesian forces, eV/Å:
2.3 1.5 -0.9
0.7 2.8 0.5
3.3 0.4 -0.9
-0.8 -1.5 1.2
0.7 -0.1 1.9
-1.9 -0.5 -0.3
-1.3 -0.8 1.3
-0.6 0.4 -1.0
-0.6 -1.7 0.6
-0.3 -0.5 -1.6
-2.1 1.2 -0.1
1.7 1.2 0.6
-1.8 -1.9 -1.1
0.7 -0.3 0.0

For the energy above the lowest of the compared OMol25 structures with the same formula, charge and spin, the calculation gives 2.474 eV. Its structure (SMILES) is NN1C(=S)SC[C@@H]1O. For the HOMO energy, the calculation gives -0.32730 Ha.

---

The following is a DFT calculation (ωB97M-V with the def2-TZVPD basis set) of a structure of composition C18H40P2SiTc.

Atoms and positions in Å:
1 P -0.444513 1.716301 3.397124
2 P 2.378929 -2.216333 -1.303618
3 C 0.016381 -0.750539 0.079503
4 C 0.617487 -2.056954 -0.556279
5 H -0.323190 -0.992054 1.124936
6 H 0.846632 -0.012970 0.204399
7 H 0.600032 -2.874679 0.206058
8 H -0.037248 -2.422042 -1.364232
9 C 2.132278 -1.125370 -2.792546
10 H 3.049539 -1.003588 -3.379793
11 H 1.815020 -0.132452 -2.459061
12 H 1.347922 -1.536510 -3.451254
13 C 2.720971 -3.934434 -1.810690
14 H 1.987142 -4.235426 -2.563856
15 H 2.656481 -4.626493 -0.961201
16 H 3.721751 -4.013007 -2.241265
17 C -1.437409 3.221312 3.846560
18 H -1.210287 3.561410 4.864724
19 H -2.503197 2.949580 3.750383
20 H -1.222316 4.011287 3.108370
21 C -0.556340 0.600966 4.861903
22 H 0.156852 -0.219676 4.709580
23 H -1.563801 0.165276 4.878095
24 H -0.355737 1.131712 5.798616
25 Tc -1.935941 0.249295 -0.790372
26 C -2.720965 -0.844804 -2.203264
27 C -2.338279 0.486680 -2.697037
28 C -3.287269 1.653427 -2.815577
29 C -3.878170 2.198601 -1.475493
30 C -3.285346 1.606930 -0.231180
31 C -3.627535 0.262605 0.220222
32 C -4.649642 -0.596317 -0.490995
33 C -4.159103 -1.163846 -1.856019
34 C 1.270634 2.371436 3.410291
35 H -2.148316 -1.696861 -2.603620
36 H -1.589180 0.471643 -3.489765
37 H -4.092774 1.499781 -3.550925
38 H -2.719044 2.492242 -3.249249
39 H -3.685646 3.284232 -1.474245
40 H -4.978063 2.192830 -1.507052
41 H -3.187863 2.325247 0.601829
42 H -3.612157 0.135422 1.312233
43 H -5.608860 -0.073842 -0.619675
44 H -4.905988 -1.434523 0.174149
45 H -4.265490 -2.257861 -1.812945
46 H -4.841135 -0.889617 -2.674003
47 H 2.002017 1.566496 3.575825
48 H 1.335272 3.128683 4.204010
49 H 1.474599 2.833449 2.432528
50 C 3.200475 1.034132 -0.169836
51 Si 3.817071 -0.760811 -0.213955
52 C 5.218723 -0.847792 -1.455783
53 C 4.188928 -1.423909 1.503753
54 H 2.182112 1.156251 -0.571812
55 H 3.880686 1.664980 -0.765930
56 H 3.224306 1.388268 0.876173
57 H 6.078925 -0.309742 -1.031761
58 H 5.528406 -1.876799 -1.682070
59 H 4.931201 -0.350293 -2.393398
60 H 5.175153 -1.905476 1.536063
61 H 4.182277 -0.610674 2.241674
62 H 3.432602 -2.164782 1.790751

Cartesian forces, eV/Å:
0.8 1.7 3.0
-2.4 2.3 -0.1
0.7 0.3 -0.4
0.1 -1.5 0.4
0.2 0.1 -0.7
-0.7 -0.3 0.0
0.0 0.4 -0.5
0.3 0.0 0.1
0.1 -0.7 -0.3
-0.2 -0.1 0.1
0.0 -0.2 0.1
0.3 0.1 0.3
0.0 0.0 0.3
0.0 0.1 0.1
0.0 0.3 -0.1
-0.1 0.1 0.0
-0.6 -0.6 -1.5
0.1 -0.3 -0.2
0.4 0.3 0.2
-0.1 -0.2 0.4
-0.4 -0.8 -1.2
-0.1 0.2 0.2
0.2 0.1 0.2
0.0 0.2 -0.3
7.3 -0.9 3.7
-1.4 -0.2 -1.5
-1.1 -0.5 -1.3
-0.5 1.1 -0.6
-0.6 1.2 -0.9
-1.8 0.8 0.7
-2.0 0.4 -0.1
-0.7 -0.5 0.1
-0.8 -1.0 -0.1
0.0 -0.6 -1.0
0.0 0.4 0.2
0.4 0.1 0.4
0.1 -0.3 0.2
0.0 -0.4 0.1
0.1 -0.4 0.1
0.2 -0.5 0.2
0.5 -0.3 -0.4
0.4 -0.1 -0.3
0.3 0.1 0.0
0.2 0.2 -0.2
0.1 0.3 0.0
0.2 0.3 0.2
-0.3 0.3 0.0
-0.2 -0.2 -0.1
0.1 0.0 0.4
-0.3 -0.2 -0.1
0.9 -0.1 0.0
0.0 0.0 0.2
-0.1 0.0 -0.2
0.5 0.1 0.2
-0.2 -0.3 0.2
-0.1 -0.1 -0.4
-0.1 -0.1 -0.2
0.0 0.2 0.1
0.2 -0.1 0.3
-0.2 0.1 0.0
0.0 -0.2 -0.2
0.2 0.1 0.1

The charge is +2. As for the spin multiplicity: 4. For the energy above the lowest of the compared OMol25 structures with the same formula, charge and spin, the calculation gives 0.000 eV. As for the expectation value of S²: 3.7714. For the HOMO energy (spin up / spin down), the calculation gives -0.44098 / -0.49400 Ha.

---

no.,DFT total energy (eV),strongest force on any atom (eV/Å)
1,-9264.523,1.05
2,-18202.644,1.31
3,-29904.850,3.44
4,-47948.795,8.26